1.
Molecular formula: C5H10O
Method: DFT, ωB97M-V with the def2-TZVPD basis set

As for the orbital gap: 8.86 eV. Its total energy is -7390.0681 eV. The HOMO energy is -8.325 eV. The lowest unoccupied orbital energy is 0.540 eV.

The geometry in ORCA input format:
```
! wB97M-V def2-TZVPD RIJCOSX def2/J DEFGRID3
* xyz 0 1
O -1.56329 -1.45483 -1.45775
C -1.17472 -0.13948 -1.11818
C 0.18585 -0.10418 -0.44514
C 0.71424 1.27914 -0.07202
C 1.48333 -0.00302 1.48442
C 0.26368 -0.75226 0.94436
H -1.58378 -1.97203 -0.64192
H -1.14960 0.42146 -2.05937
H -1.92382 0.34426 -0.46701
H 0.91559 -0.59083 -1.10308
H 0.00822 1.88933 0.49491
H 1.16886 1.86868 -0.87518
H 1.71103 0.98933 0.55213
H 1.18596 0.61969 2.34646
H -0.67543 -0.55923 1.49053
H 0.43387 -1.83603 0.92685
*
```


2.
Molecular formula: C25H34AsN2O10SSe2Ti
Method: DFT, ωB97M-V with the def2-TZVPD basis set

As for the orbital gap: 6.95 eV. Its total energy is -275418.5008 eV. The HOMO energy is -4.468 eV. The lowest unoccupied orbital energy is 2.481 eV.

The geometry in ORCA input format:
```
! wB97M-V def2-TZVPD RIJCOSX def2/J DEFGRID3
* xyz -1 1
Ti 0.36291 -0.17846 0.44624
C 2.18889 2.02586 3.21665
C 1.66188 1.70630 1.84028
O 1.48232 0.32891 1.71819
C 2.47619 2.23528 0.67064
C 3.52223 3.13428 0.82130
C 4.21564 3.61160 -0.28177
C 3.86044 3.16921 -1.55177
C 2.82169 2.27075 -1.71608
C 2.11344 1.80376 -0.61505
O 1.08842 0.95187 -0.78922
H 1.51816 1.55286 3.93202
H 2.18617 3.10149 3.38149
H 3.19431 1.62097 3.33208
H 3.80082 3.47085 1.81221
H 5.02751 4.31625 -0.15101
H 4.40026 3.52646 -2.42100
H 2.53033 1.91330 -2.69598
O 0.61296 -4.16980 -1.17918
C 1.47286 -4.87275 -0.30577
C 1.90250 -4.13147 0.96471
C 2.76066 -5.12305 1.77527
O 2.10528 -6.33334 2.15434
C 0.74898 -3.71180 1.86582
Se -0.53264 -2.31437 1.37076
C 2.83272 -2.96269 0.68394
Se 2.28651 -1.58593 -0.58990
H 1.02346 -3.30396 -1.34221
H 2.39644 -5.17134 -0.82607
H 0.94580 -5.78286 -0.02245
H 3.14028 -4.60796 2.66490
H 3.61731 -5.42864 1.17252
H 1.28503 -6.09638 2.59963
H 1.15764 -3.37026 2.81817
H 0.07732 -4.55198 2.05041
H 3.78351 -3.33234 0.29433
H 3.02908 -2.42520 1.61402
O -0.04040 4.88860 1.02605
As -0.56750 3.24381 0.61578
O 0.35285 2.39040 1.83597
O -0.51113 3.22048 -1.00872
C -2.31084 3.27538 1.40937
C -3.00214 4.47879 1.35037
C -4.28465 4.55959 1.87041
C -4.87801 3.44403 2.44277
C -4.20099 2.23563 2.48746
C -2.91740 2.15071 1.96955
S -2.14812 0.54208 1.94094
O -1.29959 0.45057 3.08762
O -3.21512 -0.40632 1.81053
O -1.35375 0.65104 0.61728
H 0.65536 5.10035 0.39045
H -2.52637 5.33818 0.89948
H -4.82437 5.49697 1.82496
H -5.88365 3.51016 2.83867
H -4.65765 1.34509 2.89923
C -1.81476 -1.91759 -1.77101
C -2.53463 -2.23458 -3.10905
N -2.41024 -1.11235 -4.04468
C -2.94069 0.09156 -3.39674
C -2.14812 0.42271 -2.10163
N -1.12729 -0.61232 -1.85977
C -0.20856 -0.62101 -3.01205
C -0.98753 -0.90521 -4.32308
H -1.09087 -2.68890 -1.51684
H -2.52091 -1.85357 -0.94330
H -3.59785 -2.43055 -2.95053
H -2.09951 -3.11707 -3.58376
H -3.99495 -0.08822 -3.17456
H -2.88731 0.91646 -4.11092
H -2.81162 0.45523 -1.24026
H -1.63940 1.38468 -2.16653
H 0.55984 -1.37061 -2.82949
H 0.27692 0.35312 -3.04316
H -0.60816 -1.80136 -4.81946
H -0.89817 -0.07139 -5.02378
*
```


3.
Molecular formula: C3H6BrMgO3
Method: DFT, ωB97M-V with the def2-TZVPD basis set

As for the orbital gap: 5.25 eV. Its total energy is -84830.8368 eV. The HOMO energy is -13.216 eV. The lowest unoccupied orbital energy is -7.965 eV.

The geometry in ORCA input format:
```
! wB97M-V def2-TZVPD RIJCOSX def2/J DEFGRID3
* xyz 1 1
Mg 0.09249 5.25868 0.71434
Br 1.56882 4.82618 -1.03281
C -0.50947 -3.09728 0.49628
O 0.34738 -2.03860 0.08834
C -0.18816 -0.83094 0.06916
O -1.35652 -0.57188 0.16316
O 0.75713 0.05668 -0.09205
C 0.44702 1.36235 -0.47718
H -0.82706 -2.93598 1.52773
H 0.05347 -4.02189 0.42286
H -1.40625 -3.18141 -0.11784
H -0.23827 1.87804 0.21293
H -0.10122 1.35620 -1.42288
H 1.36064 1.93986 -0.55202
*
```


4.
Molecular formula: C4H6OS
Method: DFT, ωB97M-V with the def2-TZVPD basis set

As for the SMILES: C[C@H](C=O)C=S. As for the orbital gap: 8.41 eV. Its total energy is -17125.0149 eV. The HOMO energy is -8.843 eV. The lowest unoccupied orbital energy is -0.436 eV.

The geometry in ORCA input format:
```
! wB97M-V def2-TZVPD RIJCOSX def2/J DEFGRID3
* xyz 0 1
C 0.19165 1.18091 -0.40966
C -0.22531 -0.09475 0.39802
C -1.33525 -0.89577 -0.37974
C 1.12852 -0.78173 0.40681
H -0.40533 1.95870 -0.08045
H 0.43268 0.93424 -1.50744
H 1.04528 1.63751 -0.03376
H -0.34438 0.29338 1.39409
H -0.85303 -1.73176 -0.89067
H 1.46482 -0.17602 1.37749
O 1.72795 -1.63438 -0.30328
S -2.82759 -0.69033 0.02861
*
```


5.
Molecular formula: C4H12
Method: DFT, ωB97M-V with the def2-TZVPD basis set

As for the SMILES: CC.CC. As for the orbital gap: 12.90 eV. Its total energy is -4342.4521 eV. The HOMO energy is -11.732 eV. The lowest unoccupied orbital energy is 1.170 eV.

The geometry in ORCA input format:
```
! wB97M-V def2-TZVPD RIJCOSX def2/J DEFGRID3
* xyz 0 1
C 1.52134 1.27565 0.92763
C 1.20699 -0.02204 1.64977
H 1.04900 2.13482 1.41411
H 2.57934 1.55089 0.92331
H 1.14851 1.23881 -0.09908
H 1.79041 -0.11626 2.57527
H 1.44279 -0.90462 1.06493
H 0.18459 -0.03302 2.02074
C -1.08297 -1.34607 -1.21784
C -1.63588 0.07014 -1.39417
H -1.59053 -1.86667 -0.40708
H -1.21111 -1.89639 -2.14104
H -0.01918 -1.35702 -0.99374
H -1.17676 0.57012 -2.25057
H -1.49551 0.71459 -0.52385
H -2.71104 -0.01293 -1.54839
*
```